Record 1
ORCA calculation (ωB97M-V with the def2-TZVPD basis set) on C19H25NO2S in the gas phase at a distorted geometry.

Molar mass, Da: 331.48
DFT total energy, eV: -36529.7850
Orbital gap, eV: 9.11

```
! RIJCOSX wB97M-V def2-TZVPD def2/J DEFGRID3
* xyz 0 1
C -7.78 -1.17 0.79
C -6.55 -0.56 0.19
C -5.58 -1.35 -0.42
C -4.44 -0.79 -0.95
C -4.24 0.59 -0.90
C -3.01 1.20 -1.48
S -2.18 2.35 -0.33
C -1.92 1.25 1.12
C -1.13 0.05 0.77
C -1.50 -1.27 0.70
C -0.35 -1.98 0.28
C 0.64 -1.04 0.11
C 2.03 -1.22 -0.33
O 2.50 -2.31 -0.57
N 2.71 -0.05 -0.47
C 4.10 0.00 -0.86
C 4.97 0.54 0.27
C 6.44 0.74 -0.15
C 7.12 -0.60 -0.44
C 7.19 1.48 0.95
O 0.16 0.19 0.41
C -5.21 1.38 -0.30
C -6.35 0.81 0.24
H -7.95 -2.18 0.40
H -8.66 -0.57 0.57
H -7.68 -1.24 1.87
H -5.72 -2.42 -0.47
H -3.70 -1.42 -1.42
H -3.24 1.82 -2.35
H -2.29 0.43 -1.77
H -2.90 0.96 1.50
H -1.40 1.88 1.84
H -2.46 -1.67 0.93
H -0.25 -3.03 0.12
H 2.25 0.81 -0.22
H 4.20 0.63 -1.75
H 4.38 -1.02 -1.12
H 4.57 1.51 0.58
H 4.92 -0.14 1.12
H 6.46 1.35 -1.06
H 6.65 -1.11 -1.28
H 8.17 -0.44 -0.68
H 7.06 -1.25 0.43
H 8.23 1.64 0.66
H 7.18 0.90 1.87
H 6.74 2.45 1.15
H -5.07 2.45 -0.25
H -7.10 1.44 0.70
*
```



Record 2
ORCA calculation (ωB97M-V with the def2-TZVPD basis set) on C19H25NOS2 in the gas phase at a distorted geometry.

Molar mass, Da: 347.55
DFT total energy, eV: -45315.0813
Orbital gap, eV: 8.09

```
! RIJCOSX wB97M-V def2-TZVPD def2/J DEFGRID3
* xyz 0 1
C -4.61 -1.02 3.05
S -5.02 0.70 2.81
C -3.47 1.28 1.90
S -3.26 0.23 0.31
C -1.90 0.98 -0.50
C -0.68 0.20 -0.50
C 0.51 0.75 -1.14
C 1.79 0.03 -0.97
C 1.95 -0.56 0.41
C 2.27 -1.93 0.57
C 2.58 -2.50 1.81
C 3.03 -3.93 1.94
C 2.57 -1.74 2.96
C 2.35 -0.33 2.82
C 2.46 0.57 4.00
C 2.01 0.21 1.56
C 0.45 2.07 -1.69
C 1.76 2.72 -2.21
C 1.50 3.62 -3.41
C 2.43 3.42 -1.15
C -0.87 2.80 -1.58
O -0.94 3.99 -1.71
N -1.97 2.23 -1.08
H -4.21 -1.45 2.14
H -5.41 -1.69 3.27
H -3.78 -0.98 3.76
H -3.60 2.27 1.68
H -2.59 1.14 2.57
H -0.58 -0.73 0.06
H 1.75 -0.78 -1.70
H 2.72 0.62 -1.07
H 2.27 -2.67 -0.31
H 3.16 -4.25 2.93
H 2.41 -4.67 1.49
H 3.97 -4.06 1.42
H 2.90 -2.05 3.95
H 3.36 1.17 3.83
H 1.55 1.10 4.03
H 2.49 0.04 4.92
H 1.82 1.35 1.45
H 2.44 1.99 -2.63
H 0.88 3.18 -4.19
H 2.50 3.85 -3.81
H 0.93 4.56 -3.26
H 2.57 2.76 -0.28
H 3.43 3.66 -1.54
H 2.06 4.40 -0.76
H -2.58 2.86 -0.75
*
```



What is the formula in the first record?
C19H25NO2S



Which value of molar mass does entry 1 give?
331.48 Da